ORCA calculation (ωB97M-V/def2-TZVPD) on C23H32ClMnN as an isolated structure at a distorted geometry.

The value obtained for the highest occupied orbital energy (alpha / beta) is -14.94 / -15.07 eV. For the calculated total energy, the calculation gives -69684.267 eV. As for the multiplicity: 4. As for the total charge: +2. For the HOMO-LUMO gap (alpha / beta), the calculation gives 8.46 / 7.59 eV. As for the largest force on an atom: 2.25 eV/A.

```
58
C23H32ClMnN | the OMol25 dataset | ωB97M-V/def2-TZVPD
C -0.9455 -4.0255 -3.7228
C -2.3100 -4.7374 -3.7130
C -0.6353 -3.4589 -5.1163
C 0.1311 -5.0416 -3.3114
Cl -1.0024 -2.7841 -2.4922
H -0.6937 -4.3151 -5.7984
H 0.3651 -3.0164 -5.1889
H -1.3366 -2.6888 -5.4485
H -2.2748 -5.5953 -4.4035
H -3.1257 -4.0546 -3.9924
H -2.5080 -5.1013 -2.6961
H 0.0556 -5.9107 -3.9787
H -0.0581 -5.3470 -2.2773
H 1.1336 -4.5954 -3.3747
C -1.0884 2.3163 -0.0787
C -0.4376 2.7764 -1.2934
C -0.6813 1.7892 -2.3401
H 0.0785 3.7340 -1.4039
C -1.4299 0.6816 -1.7725
C -1.6760 1.0098 -0.3788
H -2.2213 0.4099 0.3308
H -1.1961 2.9209 0.8215
H -0.4068 1.9239 -3.3858
H -1.7855 -0.2027 -2.3172
C 1.9597 0.0738 0.2803
C 2.3750 1.3698 -0.2438
C 2.2409 1.3125 -1.6820
H 2.8050 2.1927 0.3299
C 1.7394 -0.0043 -2.0554
C 1.5607 -0.7741 -0.8446
H 1.2073 -1.8116 -0.7922
H 1.9367 -0.1878 1.3381
H 2.5532 2.1116 -2.3548
H 1.5918 -0.3710 -3.0830
Mn 0.3942 0.9767 -0.7348
C -0.0306 3.5909 3.6833
N 1.0192 2.9318 2.8455
C 2.1713 3.8657 2.6874
C 1.4485 1.6083 3.4583
C 0.2733 0.6782 3.4462
C -0.5858 0.5636 4.5686
C -1.7403 -0.2236 4.4702
C -2.0030 -0.9222 3.3006
C -1.1079 -0.8472 2.2003
C -0.0219 -0.0353 2.3057
H 0.3447 3.6508 4.7120
H -0.9669 3.0275 3.6406
H -0.1901 4.6041 3.2893
H 0.6142 2.7049 1.9032
H 2.6209 4.0229 3.6778
H 2.9189 3.4321 2.0129
H 1.7954 4.8161 2.2956
H 2.2948 1.2248 2.8685
H 1.7886 1.8313 4.4873
H -0.3385 1.1265 5.4846
H -2.4144 -0.2706 5.3281
H -2.9018 -1.5385 3.2214
H -1.3036 -1.4173 1.2872
```